10
Properties=species:S:1:pos:R:3:forces:R:3:lowdin_charge:R:1 method="wB97M-V/def2-TZVPD" spin_multiplicity=1 e_above_lowest_kj_mol=173.4 homo_lumo_gap_ev=10.48 smiles="CC(=O)CF" homo_ev=-9.8
C 0.56069 1.14090 0.00520 0.261 -0.206 -3.246 -0.053
C 0.61307 -0.44297 -0.15524 1.833 -0.029 2.207 -0.366
O 1.73113 -1.01399 -0.17980 -4.442 1.291 -0.413 0.016
C -0.90412 -1.02042 0.09861 2.816 -2.620 0.317 -0.179
F -1.71560 -0.02450 -0.26224 -1.233 0.791 0.096 -0.059
H -0.04957 1.69476 0.79423 0.235 -1.297 -1.413 0.086
H 0.20535 1.36782 -1.23031 0.936 0.108 3.826 0.167
H 1.62114 1.44997 0.15540 -0.792 -0.182 -0.467 0.065
H -0.81741 -1.15237 1.30244 -0.775 0.027 -2.778 0.164
H -1.24467 -1.99920 -0.52830 1.160 2.117 1.872 0.160

***

12
Properties=species:S:1:pos:R:3:forces:R:3:lowdin_charge:R:1 method="wB97M-V/def2-TZVPD" spin_multiplicity=2 e_above_lowest_kj_mol=69.4 total_charge=+1 homo_lumo_gap_ev="7.27 / 8.84" homo_ev="-10.9 / -12.5"
O 0.92216 0.04917 0.18158 0.075 0.677 0.140 -0.601
C 0.35603 -1.20226 -0.02922 -0.237 -0.445 -0.210 -0.516
C -0.80752 -1.50048 0.85329 -0.020 -0.178 0.221 0.026
O -3.60340 -0.39154 -0.98095 0.246 1.291 -0.407 0.268
C -2.91871 0.49113 -0.68147 -0.277 -2.153 0.915 -0.369
O -2.15658 1.23152 -0.19870 0.181 0.927 -0.528 0.122
K 3.21233 0.02248 1.14907 -0.012 -0.131 -0.048 0.978
Li -0.15749 1.45421 0.07029 -0.122 -0.374 -0.044 0.755
H 1.09724 -2.03266 0.10695 -0.067 0.216 0.008 0.103
H 0.04210 -1.33573 -1.09014 0.078 0.012 0.234 0.112
H -0.96178 -0.89737 1.75292 0.027 -0.225 -0.290 0.058
H -1.33287 -2.45546 0.76734 0.127 0.382 0.008 0.063

***

74
Properties=species:S:1:pos:R:3:forces:R:3:lowdin_charge:R:1 method="wB97M-V/def2-TZVPD" spin_multiplicity=4 e_above_lowest_kj_mol=0.0 homo_lumo_gap_ev="6.69 / 6.72" homo_ev="-6.3 / -6.6"
Cr 0.16988 -0.55641 -0.82705 -0.368 1.260 0.953 0.742
S -1.86267 -2.37349 -4.35214 0.041 -0.005 0.024 1.019
C -2.96717 -1.18394 -3.81580 -0.042 -0.102 -0.080 -0.420
C -2.52767 -0.53477 -2.70071 0.048 0.060 0.134 -0.185
C -1.24893 -0.97690 -2.22966 -0.145 -0.091 -0.137 -0.245
C -0.78964 -1.97972 -3.04837 0.000 -0.016 -0.078 -0.521
C 0.51320 -2.56816 -2.82517 -0.065 0.050 0.075 -0.252
C 1.10074 -3.56745 -3.60416 -0.106 0.029 -0.028 -0.013
C 2.35397 -4.03570 -3.27680 -0.010 -0.014 -0.029 -0.052
C 3.00943 -3.50095 -2.17204 0.058 -0.115 -0.060 -0.051
C 2.37768 -2.51798 -1.44700 -0.035 0.065 0.081 -0.098
N 1.16199 -2.05011 -1.75351 0.180 -0.592 -0.355 0.016
H -3.89643 -1.04156 -4.35132 0.085 0.017 0.066 0.063
H -3.12130 0.24650 -2.23831 0.031 -0.020 0.000 0.075
H 0.55526 -3.95405 -4.45575 0.050 -0.015 0.023 0.104
H 2.82211 -4.80933 -3.87448 -0.030 0.039 0.035 0.112
H 3.99141 -3.84331 -1.87685 -0.022 0.021 -0.006 0.106
H 2.84140 -2.06573 -0.58499 -0.025 0.052 0.016 0.098
O -0.67276 2.09470 1.81269 -0.058 -0.025 0.171 0.116
C -1.35761 2.01560 0.82848 -0.019 0.275 -0.183 -0.449
O -1.08914 1.19064 -0.17893 -0.175 -0.264 -0.071 0.020
C -2.59999 2.86788 0.60856 -0.120 -0.176 -0.018 -0.209
N -3.27227 2.48740 -0.64764 0.134 -0.151 0.072 -0.021
C -4.58187 1.90492 -0.29187 0.079 0.034 0.050 -0.189
C -4.96647 2.58896 1.01552 0.024 0.032 0.009 -0.165
C -3.62429 2.65670 1.74960 -0.058 -0.022 -0.045 -0.109
H -2.25301 3.89815 0.57055 0.050 0.082 -0.026 0.158
H -1.78795 1.38061 -0.86030 -0.018 -0.020 -0.017 0.103
H -3.38085 3.28399 -1.25648 0.001 0.076 -0.022 0.125
H -4.46131 0.82952 -0.13193 0.004 -0.003 -0.026 0.119
H -5.29700 2.04705 -1.10053 0.033 0.007 -0.013 0.120
H -5.72779 2.04521 1.57421 0.013 0.021 0.004 0.113
H -5.34220 3.59545 0.80831 0.005 -0.043 0.030 0.114
H -3.42249 1.71155 2.25818 -0.015 0.030 0.013 0.123
H -3.57075 3.45080 2.49039 0.005 -0.021 0.007 0.119
F 2.36383 -4.76881 4.05019 -0.030 0.010 -0.019 0.026
C 1.54150 -4.02489 3.26149 0.037 -0.024 -0.007 -0.308
C 0.96851 -2.88259 3.77181 -0.068 0.155 0.089 -0.037
C 0.14072 -2.11844 2.95474 0.124 0.073 0.020 -0.061
C -0.13130 -2.46750 1.62499 -0.116 -0.018 0.056 -0.313
C -0.97389 -1.61572 0.75018 0.501 -0.513 -0.365 -0.157
C 0.44594 -3.66812 1.17430 -0.023 0.083 0.011 -0.053
C 1.28027 -4.44055 1.97277 -0.020 -0.034 -0.189 -0.021
H 1.14546 -2.61596 4.80795 0.013 0.028 -0.053 0.112
H -0.32067 -1.22400 3.36196 0.024 -0.018 0.003 0.109
H -1.58628 -0.93547 1.34713 0.038 0.102 -0.049 0.043
H -1.63605 -2.23467 0.13677 -0.040 -0.002 0.117 0.051
H 0.21338 -4.00648 0.17111 0.057 -0.017 -0.042 0.110
H 1.71528 -5.36499 1.60651 -0.043 0.081 0.028 0.115
C 4.01124 -0.43183 3.34966 -0.019 -0.020 -0.023 -0.077
N 3.44366 -0.62196 2.03272 0.048 -0.017 -0.060 0.041
C 2.34142 0.01881 1.57391 -0.242 -0.026 0.144 -0.568
N 1.82718 0.99439 2.34036 0.145 -0.131 0.008 0.232
O 1.87363 -0.27686 0.45648 -0.168 -0.032 -0.151 -0.059
H 4.89692 -1.05557 3.43754 -0.001 0.008 0.005 0.090
H 3.31809 -0.71585 4.14588 -0.038 -0.021 0.018 0.080
H 4.31821 0.60547 3.48942 0.011 0.009 0.000 0.087
H 3.66247 -1.46518 1.53440 0.017 -0.067 -0.012 0.133
H 2.08529 1.06584 3.30827 0.039 -0.009 -0.028 0.100
H 0.93269 1.38835 2.06536 -0.060 0.070 -0.058 0.063
F 1.08662 6.03901 0.10331 -0.010 0.037 0.026 0.034
C 1.07716 4.81478 -0.48160 0.035 -0.039 -0.011 -0.302
C 2.06864 3.90827 -0.17123 0.061 -0.149 0.034 -0.012
C 2.04659 2.65355 -0.76892 -0.029 0.016 0.009 -0.045
C 1.04801 2.27659 -1.68026 0.042 -0.080 -0.086 -0.308
C 0.95772 0.90622 -2.24552 0.284 0.009 0.190 -0.157
C 0.08305 3.24940 -1.97978 -0.068 0.024 0.000 -0.065
C 0.08358 4.50810 -1.38556 -0.141 -0.061 -0.112 -0.033
H 2.83996 4.18115 0.54024 -0.037 -0.017 -0.058 0.117
H 2.81407 1.93154 -0.51367 -0.008 0.055 -0.024 0.108
H 1.94839 0.49853 -2.47612 -0.009 0.114 0.004 0.059
H 0.35869 0.90468 -3.15658 0.025 -0.023 -0.019 0.055
H -0.69682 3.00173 -2.69760 0.067 0.046 0.040 0.114
H -0.66865 5.25297 -1.62733 0.070 -0.054 -0.008 0.114

***

26
Properties=species:S:1:pos:R:3:forces:R:3:lowdin_charge:R:1 method="wB97M-V/def2-TZVPD" spin_multiplicity=1 e_above_lowest_kj_mol=17.3 homo_lumo_gap_ev=8.80 smiles="COC(=O)[C@H](OC)[Se]c1ccccc1" homo_ev=-8.1
C 4.00226 1.66854 -0.63947 2.191 -0.311 -2.408 -0.063
O 2.72475 1.10132 -0.52212 -0.036 -0.244 -0.045 -0.112
C 2.60989 0.42754 0.59490 -0.833 -1.673 1.807 -0.584
O 3.45976 0.31118 1.45536 -0.497 0.266 -0.703 0.104
C 1.22184 -0.28432 0.72128 -0.324 2.931 -2.002 -0.409
O 0.96207 -1.16582 -0.29730 -0.070 -1.915 0.583 -0.224
C 1.78429 -2.35022 -0.14169 1.608 2.145 -1.815 -0.038
Se -0.00876 1.34488 0.14791 0.143 -1.165 0.773 1.135
C -1.81301 0.64683 0.02883 -0.655 1.263 0.847 -0.533
C -2.18702 -0.63639 0.32457 1.081 -2.156 -1.275 -0.123
C -3.51878 -1.03705 0.21058 0.374 -3.796 1.516 -0.124
C -4.45475 -0.13789 -0.03732 -2.586 1.828 -1.462 -0.153
C -4.13334 1.16989 -0.39579 0.785 2.140 1.379 -0.079
C -2.81431 1.64262 -0.23475 1.424 -1.433 -0.493 -0.112
H 3.99099 2.13023 -1.68250 0.125 -0.222 1.589 0.113
H 4.81344 0.79781 -0.71362 -1.559 2.067 0.679 0.144
H 4.14369 2.40927 0.17298 0.410 -0.585 -0.613 0.108
H 1.16904 -0.73581 1.68503 -0.492 0.051 0.964 0.117
H 1.97572 -2.76936 0.80680 -0.570 0.029 1.741 0.080
H 2.77907 -1.95134 -0.46430 -0.348 -1.073 -0.134 0.108
H 1.41190 -3.12228 -0.76837 -0.279 -0.389 -0.794 0.084
H -1.41502 -1.43201 0.31501 -0.450 0.666 0.604 0.107
H -3.95686 -2.12869 0.39684 1.731 2.271 -0.311 0.153
H -5.50025 -0.44574 -0.07664 0.207 0.170 -0.006 0.107
H -4.93117 1.91089 -0.51279 0.239 -0.364 -0.334 0.104
H -2.31544 2.63591 -0.37341 -1.620 -0.501 -0.088 0.092

***

48
Properties=species:S:1:pos:R:3:forces:R:3:lowdin_charge:R:1 method="wB97M-V/def2-TZVPD" spin_multiplicity=2 e_above_lowest_kj_mol=0.0 total_charge=+1 homo_lumo_gap_ev="10.05 / 7.74" homo_ev="-12.0 / -11.9"
Ag 0.06039 0.38949 0.41208 -0.353 0.167 -0.556 0.850
C -3.18858 1.97545 -2.49518 0.126 0.928 0.855 -0.033
C -2.46854 0.93890 -1.62263 -0.025 -1.349 -0.101 -0.541
C -2.44810 -0.41559 -2.35801 -1.140 -0.256 -0.628 -0.054
O -1.20739 1.37693 -1.27179 -0.126 0.267 -0.161 -0.056
H -4.20461 1.62471 -2.65367 0.066 -0.175 -0.400 0.089
H -2.64472 2.20898 -3.40530 -0.090 -0.336 -0.225 0.086
H -3.29973 2.92710 -1.96071 0.149 -0.169 0.039 0.083
H -3.07182 0.76463 -0.71781 0.039 0.380 0.049 0.119
H -1.95456 -1.23044 -1.83164 0.348 0.270 0.109 0.054
H -2.14501 -0.37091 -3.40945 0.601 0.254 0.239 0.079
H -3.49639 -0.74628 -2.48503 0.194 0.162 0.367 0.087
C -2.28073 1.80365 2.52916 -0.216 -1.018 -1.158 -0.191
C -0.91375 2.32022 2.85377 -0.210 0.487 0.585 -0.244
O -0.13003 2.59466 1.71084 0.136 -0.155 -0.206 -0.086
O -2.14605 0.57524 1.75121 -0.001 0.525 0.452 -0.120
H -2.79683 2.53485 1.89789 -0.201 0.057 0.226 0.126
H -2.86080 1.54634 3.41356 0.043 0.444 0.224 0.128
H -0.38535 1.59194 3.46483 0.219 -0.034 -0.141 0.116
H -1.04179 3.23717 3.44001 0.044 -0.091 0.139 0.131
H -0.50990 3.32440 1.20866 -0.105 -0.037 0.038 0.107
H -3.02520 0.19291 1.67325 0.056 -0.086 -0.096 0.090
C 1.80476 -0.81983 3.10919 -0.009 0.082 -1.224 -0.194
C 2.51224 0.47641 2.73330 -0.041 0.451 1.275 -0.239
O 2.15997 0.93571 1.45498 0.642 -0.483 -0.177 -0.112
O 0.50502 -0.85088 2.50138 0.371 0.283 0.909 -0.119
H 1.74824 -0.86857 4.19441 0.073 -0.240 0.049 0.127
H 2.38269 -1.64291 2.67662 -0.020 -0.176 0.373 0.121
H 3.58771 0.30123 2.83808 0.019 -0.042 -0.158 0.126
H 2.27068 1.25958 3.46420 -0.125 -0.065 0.022 0.122
H 2.80193 1.60863 1.21387 -0.206 0.116 -0.283 0.109
H -0.03205 -1.49315 2.97330 -0.142 -0.015 -0.170 0.103
C 2.41055 0.06145 -2.37412 -0.459 -0.469 -0.566 -0.658
O 1.78016 0.33789 -1.36824 0.250 0.220 0.364 -0.018
N 3.73561 -0.30107 -2.35045 -0.540 0.333 -0.224 0.161
N 1.81381 0.03943 -3.60395 0.342 -0.167 0.058 0.176
H 4.06598 -0.94174 -3.04752 0.345 0.082 0.056 0.101
H 4.22055 -0.16220 -1.48471 0.141 -0.209 0.014 0.102
H 0.81181 0.03447 -3.65841 -0.033 0.192 0.183 0.102
H 2.33324 -0.04400 -4.45806 0.070 -0.026 0.031 0.102
C 0.42041 -2.95444 -0.43201 0.786 -0.829 -0.526 -0.648
O -0.11426 -1.93361 -0.05419 -0.834 0.429 0.153 -0.022
N -0.25635 -4.13849 -0.56719 0.076 0.312 0.121 0.168
N 1.74764 -2.99890 -0.75253 0.232 -0.194 -0.055 0.177
H 0.15487 -4.94641 -0.99693 0.024 0.033 -0.039 0.101
H -1.25710 -4.09377 -0.51376 -0.040 -0.009 0.045 0.106
H 2.32540 -2.18684 -0.62852 -0.292 0.249 0.082 0.085
H 2.22598 -3.84235 -1.01278 -0.183 -0.093 0.037 0.102